Record 1
{"formula": "CH7N5S", "method": "wB97M-V/def2-TZVPD", "largest_force_ev_per_a": 6.279, "e_homo_ev": -8.885, "orbital_gap_ev": 9.3128, "species": ["N", "N", "C", "N", "N", "N", "S", "H", "H", "H", "H", "H", "H", "H"], "xyz": [[2.172990, -0.963282, -0.138184], [1.660995, 0.416678, -0.071548], [0.347932, 0.266251, -0.027506], [-0.517439, 1.261075, 0.507118], [-1.554075, 1.611921, -0.400581], [-0.408328, -0.784481, -0.418582], [-1.975172, -1.155029, -0.000181], [3.252736, -0.801721, -0.597220], [2.440751, -0.934038, 1.031913], [-0.105857, 2.221658, 0.893235], [-1.252784, 1.412051, -1.311139], [-2.212118, 0.764671, -0.492016], [0.194319, -1.564301, -0.375210], [-2.043953, -1.751450, 1.399905]], "forces_ev_per_angstrom": [[5.35, 1.53, 2.91], [-3.40, -1.03, -0.03], [0.98, 4.12, 1.77], [1.71, 2.62, 0.30], [-2.46, -1.19, 0.12], [0.54, -1.68, 0.11], [-1.29, -2.22, 2.32], [-3.82, -0.76, 1.67], [-0.38, -1.04, -4.19], [-0.59, -3.23, -1.34], [1.63, 0.95, -2.10], [0.32, 2.07, 1.66], [0.71, -1.42, -0.86], [0.69, 1.27, -2.35]]}

Record 2
{"formula": "CH7N6", "method": "wB97M-V/def2-TZVPD", "largest_force_ev_per_a": 7.513, "e_homo_ev": [-10.525, -15.465], "charge": 1, "orbital_gap_ev": [7.2763, 8.5168], "multiplicity": 3, "species": ["C", "N", "N", "N", "N", "N", "N", "H", "H", "H", "H", "H", "H", "H"], "xyz": [[-1.524813, -0.840117, -0.139012], [-0.909363, 1.669656, 0.403893], [-1.926108, 2.113606, 0.579793], [0.004479, 0.904889, 0.276355], [-0.289670, -0.375826, -0.128306], [-1.800946, -2.067560, -0.566300], [2.623816, 0.743936, 0.278577], [-2.336894, -0.266517, 0.142527], [1.249935, 1.007252, 0.092315], [-2.697522, -2.250858, -0.843624], [-1.019529, -2.596778, -1.047856], [2.856093, 1.555955, 0.827218], [3.042866, 0.500406, -0.657754], [2.727651, -0.098038, 0.782171]], "forces_ev_per_angstrom": [[1.07, -0.73, -0.65], [3.36, 4.77, 0.66], [-7.17, 1.58, 0.78], [2.82, -6.54, -2.39], [1.47, -1.04, 0.31], [4.56, 0.66, -0.44], [-1.61, -0.18, -2.54], [-1.77, 1.21, 0.79], [0.33, -0.34, 0.89], [-2.77, -0.84, -0.55], [-1.33, 0.72, 0.96], [1.09, 0.16, -0.42], [-0.05, 1.47, 1.43], [-0.02, -0.90, 1.18]]}

Record 3
{"formula": "CH7N8O6", "method": "wB97M-V/def2-TZVPD", "largest_force_ev_per_a": 3.709, "e_homo_ev": -12.201, "charge": 1, "orbital_gap_ev": 7.2831, "species": ["C", "N", "N", "N", "N", "N", "N", "N", "N", "O", "O", "O", "O", "O", "O", "H", "H", "H", "H", "H", "H", "H"], "xyz": [[1.018110, 1.136030, -0.440400], [1.773460, 0.466004, -1.138590], [0.135615, 2.962344, 0.809597], [-1.340050, -0.698177, -0.790605], [0.439019, 2.206998, -0.320352], [-0.612054, -0.351024, 0.236690], [2.822773, -1.140621, -2.597216], [-2.572548, 0.536583, 1.833603], [-0.136193, -2.097076, 1.094132], [3.519679, -0.212463, -2.732765], [-3.458156, 0.268503, 1.102926], [2.683320, -2.217488, -2.984800], [-2.490652, 0.935663, 2.924870], [1.591740, -0.771212, -1.511139], [-1.071956, 0.263815, 1.216890], [0.666232, 2.837115, 1.642941], [0.105131, 3.936064, 0.573483], [-2.288035, -0.573326, -0.945491], [-0.818262, -0.784220, -1.723732], [-0.876868, -2.773979, 1.259642], [0.274469, -1.538410, 1.948077], [0.635227, -2.391122, 0.542238]], "forces_ev_per_angstrom": [[0.33, 1.16, -0.76], [1.53, 0.75, 0.08], [-0.68, -0.72, -0.64], [2.84, 0.26, -2.26], [-0.46, 1.30, 1.00], [-1.15, -1.68, -2.62], [-0.13, 2.30, 1.06], [-2.37, -0.42, 0.13], [0.89, 2.18, 2.86], [0.00, -0.70, -0.22], [0.60, 0.05, -0.16], [-0.18, -1.04, -0.27], [0.97, -0.17, -0.92], [-0.52, -2.06, -0.56], [0.67, 1.56, 2.44], [0.84, -0.50, 0.38], [-0.16, 0.19, -0.40], [-2.36, 0.52, 0.70], [-0.31, -0.03, 2.26], [0.49, 0.00, 0.29], [-1.34, -2.23, -1.83], [0.49, -0.72, -0.58]]}

Record 4
{"formula": "CH7NO2", "method": "wB97M-V/def2-TZVPD", "largest_force_ev_per_a": 5.723, "e_homo_ev": -9.559, "orbital_gap_ev": 10.2087, "species": ["C", "N", "H", "H", "H", "O", "H", "H", "O", "H", "H"], "xyz": [[5.418990, -0.460419, -0.941387], [5.778470, -0.449391, 0.285278], [5.630348, 0.271128, -1.560677], [5.000248, -1.353243, -1.521664], [5.103627, -0.907953, 0.877527], [-3.334966, 1.399958, -0.129203], [-3.057835, 1.817396, 0.700217], [-3.584593, 2.098160, -0.655445], [-5.495256, -0.854588, 0.706582], [-6.197445, -0.316349, 1.016931], [-5.215805, -0.063854, 0.175455]], "forces_ev_per_angstrom": [[-0.64, -5.11, 2.51], [-1.43, 2.22, -0.97], [2.04, 3.70, -2.97], [-0.59, 0.97, 1.23], [0.62, -1.78, 0.20], [0.83, -2.17, 2.24], [-0.06, -0.32, -0.22], [-0.88, 2.50, -2.07], [0.88, 1.59, -1.41], [-2.04, -0.17, 1.60], [1.27, -1.42, -0.15]]}

Record 5
{"formula": "CH7NO4", "method": "wB97M-V/def2-TZVPD", "largest_force_ev_per_a": 0.596, "e_homo_ev": -10.125, "orbital_gap_ev": 10.6823, "species": ["N", "C", "O", "O", "H", "H", "H", "O", "H", "H", "O", "H", "H"], "xyz": [[0.236365, 0.095674, 1.072914], [0.455613, -0.993148, 1.836656], [0.388860, -2.153092, 1.520744], [0.797909, -0.593286, 3.102123], [-0.100888, 0.007399, 0.132512], [0.233955, 0.984373, 1.532472], [0.991755, -1.383016, 3.618641], [1.457269, 0.529692, -2.223999], [1.365633, -0.410491, -2.426309], [1.610072, 0.952316, -3.074553], [-2.136421, 0.899537, -1.499567], [-2.967712, 0.410351, -1.525235], [-2.332405, 1.653697, -2.066393]], "forces_ev_per_angstrom": [[0.00, -0.19, 0.13], [0.12, 0.29, 0.51], [-0.02, -0.23, -0.26], [-0.02, 0.12, -0.11], [-0.05, 0.03, -0.08], [-0.01, 0.18, -0.15], [-0.06, -0.15, -0.12], [-0.01, -0.18, -0.03], [0.02, 0.19, 0.05], [-0.01, -0.02, 0.02], [-0.37, 0.01, -0.15], [0.15, -0.13, 0.17], [0.26, 0.07, 0.05]]}

Record 6
{"formula": "CH7NOS", "method": "wB97M-V/def2-TZVPD", "largest_force_ev_per_a": 2.915, "e_homo_ev": [0.973, -5.163], "charge": -1, "orbital_gap_ev": [2.4451, 8.5080], "multiplicity": 2, "species": ["S", "H", "H", "N", "C", "O", "H", "H", "H", "H", "H"], "xyz": [[3.175705, -0.989929, 0.121079], [3.013488, -2.327863, -0.308482], [3.853334, -1.491896, 1.201063], [-2.389331, 0.580470, -0.091260], [-1.011021, 0.766343, 0.159943], [-0.235790, -0.038442, -0.859853], [-3.013689, -0.013463, 0.510222], [-2.811167, 1.103343, -0.933359], [-0.723809, 0.483460, 1.199694], [-0.551880, 1.705895, -0.170792], [0.694157, 0.222085, -0.828254]], "forces_ev_per_angstrom": [[0.06, -1.16, 0.03], [-0.03, 0.83, 0.03], [-0.06, 0.39, -0.06], [-1.61, 1.07, -0.76], [1.56, -1.19, -1.63], [-0.97, -0.30, 0.83], [1.39, 1.17, -1.24], [0.94, -1.58, 2.26], [-0.24, 0.14, -0.82], [-1.11, 0.72, 1.06], [0.06, -0.09, 0.31]]}

Record 7
{"formula": "CH7NP2", "method": "wB97M-V/def2-TZVPD", "largest_force_ev_per_a": 3.225, "e_homo_ev": -8.500, "orbital_gap_ev": 9.5297, "species": ["C", "N", "P", "P", "H", "H", "H", "H", "H", "H", "H"], "xyz": [[-1.827512, 0.344703, 0.155973], [0.950158, 0.434094, -0.347505], [2.518721, -0.003365, -0.039853], [-0.234592, -0.603097, 0.421116], [-2.438446, 0.777568, 1.036073], [-2.559327, -0.365181, -0.302629], [-1.470683, 1.141292, -0.505039], [0.597445, 1.299688, -0.515375], [-0.301557, -1.418610, -0.641755], [2.409110, -0.347539, 1.292536], [2.356687, -1.259551, -0.553545]], "forces_ev_per_angstrom": [[-0.90, -0.24, 0.58], [-1.35, -2.51, 1.12], [1.46, 1.52, -0.72], [-0.03, 0.93, 1.90], [1.70, -0.63, -1.04], [0.68, 0.79, -0.20], [-0.96, 0.02, -0.22], [-0.32, 3.13, -0.70], [-0.62, -1.26, -1.42], [0.06, -0.49, 0.81], [0.26, -1.27, -0.11]]}

Record 8
{"formula": "CH7NS", "method": "wB97M-V/def2-TZVPD", "largest_force_ev_per_a": 1.853, "e_homo_ev": -9.095, "orbital_gap_ev": 10.1451, "species": ["C", "N", "H", "H", "H", "H", "H", "S", "H", "H"], "xyz": [[-1.721974, 0.407852, -1.188003], [-0.539017, -0.336976, -1.457987], [-2.477038, -0.249481, -0.746507], [-1.582011, 1.184443, -0.433291], [-2.252867, 0.895526, -2.020363], [0.259258, 0.117899, -1.889404], [-0.597403, -1.222642, -1.950555], [1.182082, 0.044003, 1.379442], [0.381263, -0.915156, 0.864484], [1.859703, -0.693892, 2.289653]], "forces_ev_per_angstrom": [[-1.42, 0.30, 0.06], [1.61, -0.87, -0.31], [0.16, -0.13, 0.00], [0.42, -0.04, -0.03], [0.38, -0.08, -0.22], [-0.46, 0.53, 0.28], [-0.75, 0.26, 0.21], [0.07, 0.00, 0.06], [0.40, 0.06, 0.28], [-0.40, -0.04, -0.33]]}

Record 9
{"formula": "CH7O2S", "method": "wB97M-V/def2-TZVPD", "largest_force_ev_per_a": 2.470, "e_homo_ev": -3.024, "charge": -1, "orbital_gap_ev": 7.1155, "species": ["C", "S", "H", "H", "H", "H", "H", "O", "H", "H", "O"], "xyz": [[-0.654924, 0.742551, 1.247950], [0.338929, -0.246037, 0.089288], [-1.588978, 0.227892, 1.461721], [-0.830758, 1.752554, 0.891066], [-0.088747, 0.737681, 2.193565], [-1.903075, -1.205551, -1.652142], [-1.968933, -1.327628, -0.363550], [-2.679628, -1.351718, -1.051764], [3.592067, -0.154066, -0.496349], [2.409872, 0.417506, -1.067036], [3.374175, 0.406815, -1.252748]], "forces_ev_per_angstrom": [[0.69, -0.58, 0.57], [-0.02, -0.39, -0.56], [-0.28, 0.21, -0.08], [-0.10, 0.13, 0.09], [-0.33, 0.47, -0.15], [-1.33, 0.07, -0.69], [-0.95, -0.04, 0.93], [2.46, 0.09, -0.19], [0.45, 0.05, -0.13], [-0.15, 0.37, -0.31], [-0.43, -0.38, 0.53]]}

Record 10
{"formula": "CH7O3", "method": "wB97M-V/def2-TZVPD", "largest_force_ev_per_a": 2.506, "e_homo_ev": -3.527, "charge": -1, "orbital_gap_ev": 7.9644, "species": ["C", "O", "H", "H", "H", "H", "H", "O", "H", "H", "O"], "xyz": [[-0.561146, 1.712448, 0.473943], [-0.030879, 0.433442, 0.298308], [0.234600, 2.249902, 1.050786], [-0.621546, 2.263453, -0.518430], [-1.511909, 1.755377, 1.028185], [1.274311, -0.262595, -0.034667], [2.275505, -1.462943, -0.134066], [2.254002, -0.506330, -0.210690], [-2.173027, -0.982523, -0.962550], [-1.048773, -0.780166, -0.024329], [-1.580010, -1.554780, -0.476441]], "forces_ev_per_angstrom": [[2.37, -0.52, -0.62], [-1.77, -0.17, 0.14], [-0.79, 0.48, 0.01], [-0.45, -0.22, 0.77], [-0.09, 0.04, -0.15], [0.68, 0.70, -0.03], [0.05, -0.06, -0.03], [-0.20, -0.38, 0.00], [-0.40, -0.15, -0.43], [0.36, -0.58, -0.35], [0.23, 0.86, 0.69]]}

Record order is preserved below.
Relative energy (zero: lowest compared OMol25 entry of this formula, charge and spin): 279.3; 49.1; 155.1; 192.4; 33.1; 86.9; 56.9; 45.2; 39.4; 37.9 kJ/mol
Record order is preserved below.
Total energy: -714.08616; -370.37027; -930.95706; -247.44604; -398.05173; -570.39151; -779.70507; -495.20990; -590.99735; -268.02497 hartree